A molecular structure, C49H58Br6N3O5Ti. Source: the OMol25 dataset; level of theory: ωB97M-V/def2-TZVPD.

The geometry in XYZ format:
```
122
C49H58Br6N3O5Ti (ωB97M-V/def2-TZVPD)
Ti -1.323 0.063 0.085
C -3.726 -2.070 1.706
N -2.514 -1.505 2.260
C -2.834 -0.640 3.377
C -1.541 -2.527 2.604
C -0.127 -1.968 2.647
N 0.359 -1.494 1.354
C 1.611 -0.773 1.551
C 1.523 0.489 2.369
C 2.679 0.842 3.055
C 2.746 1.969 3.850
C 1.584 2.736 3.930
C 0.404 2.442 3.264
C 0.365 1.282 2.432
O -0.739 0.930 1.805
C -0.762 3.434 3.332
C -2.121 2.739 3.508
C -0.630 4.433 4.488
C -0.739 4.225 2.023
C 4.001 2.410 4.599
C 5.144 1.405 4.450
C 3.695 2.560 6.094
C 4.474 3.761 4.048
C 0.619 -2.618 0.468
C 1.024 -2.301 -0.954
C 1.536 -3.363 -1.679
C 1.875 -3.247 -3.022
C 1.762 -1.985 -3.585
C 1.274 -0.869 -2.901
C 0.830 -1.058 -1.583
O 0.242 -0.069 -0.903
C 1.317 0.468 -3.656
C 0.789 1.676 -2.885
C 2.785 0.760 -4.010
C 0.498 0.359 -4.951
C 2.310 -4.483 -3.807
C 2.683 -4.158 -5.254
C 1.147 -5.483 -3.830
C 3.524 -5.131 -3.131
H -4.260 -2.694 2.448
H -3.485 -2.677 0.836
H -4.378 -1.258 1.389
H -3.354 -1.198 4.182
H -3.477 0.167 3.030
H -1.932 -0.191 3.787
H -1.621 -3.332 1.874
H -1.758 -2.979 3.597
H 0.569 -2.730 3.055
H -0.103 -1.118 3.331
H 2.043 -0.558 0.571
H 2.320 -1.453 2.067
H 3.531 0.181 2.959
H 1.613 3.625 4.541
H -2.123 2.115 4.404
H -2.357 2.113 2.657
H -2.905 3.493 3.616
H -0.557 3.934 5.456
H -1.520 5.064 4.499
H 0.229 5.093 4.374
H -0.765 3.544 1.173
H 0.176 4.814 1.947
H -1.596 4.899 1.960
H 4.866 0.426 4.838
H 6.016 1.756 5.006
H 5.438 1.285 3.408
H 3.352 1.614 6.510
H 2.919 3.301 6.271
H 4.589 2.873 6.638
H 4.702 3.680 2.987
H 5.370 4.099 4.572
H 3.704 4.520 4.163
H -0.277 -3.226 0.423
H 1.419 -3.246 0.911
H 1.627 -4.320 -1.173
H 2.060 -1.844 -4.611
H 1.329 1.849 -1.955
H -0.261 1.578 -2.629
H 0.904 2.558 -3.523
H 3.380 0.866 -3.103
H 2.849 1.694 -4.571
H 3.229 -0.031 -4.615
H -0.541 0.128 -4.732
H 0.880 -0.405 -5.628
H 0.524 1.316 -5.476
H 1.843 -3.726 -5.794
H 2.976 -5.076 -5.767
H 3.520 -3.461 -5.306
H 0.281 -5.044 -4.324
H 0.839 -5.758 -2.822
H 1.434 -6.390 -4.365
H 4.360 -4.431 -3.089
H 3.841 -6.017 -3.685
H 3.294 -5.437 -2.111
Br -4.287 6.248 -0.926
C -3.972 4.457 -0.402
C -4.926 3.746 0.301
Br -6.581 4.542 0.764
C -4.670 2.419 0.669
Br -5.920 1.375 1.635
C -3.474 1.802 0.344
O -3.167 0.571 0.636
C -2.479 2.545 -0.344
O -1.349 1.929 -0.566
C -2.751 3.851 -0.724
Br -1.385 4.749 -1.669
Br -1.815 -4.837 -0.768
C -2.062 -3.448 -2.060
C -2.307 -3.849 -3.361
C -2.645 -2.893 -4.305
Br -2.919 -3.487 -6.100
C -2.815 -1.533 -3.989
C -3.238 -0.517 -4.865
C -3.327 0.795 -4.366
C -2.982 1.067 -3.065
N -2.561 0.125 -2.193
C -2.511 -1.154 -2.642
C -2.122 -2.105 -1.681
O -1.827 -1.659 -0.458
H -2.256 -4.895 -3.625
H -3.473 -0.750 -5.893
H -3.654 1.607 -5.004
H -3.025 2.084 -2.693
```

Values from the calculation:
spin multiplicity	2
expectation value of S²	0.770
net charge	-2
highest occupied orbital energy (spin up / spin down)	0.2 / -2.4	eV
HOMO-LUMO gap (spin up / spin down)	3.57 / 6.17	eV

---

A single C4H6N2O molecule. Source: the OMol25 dataset; level of theory: ωB97M-V/def2-TZVPD.

The geometry in XYZ format:
```
13
C4H6N2O (ωB97M-V/def2-TZVPD)
C -2.146 0.471 0.057
C -0.658 0.225 0.154
C -0.150 -1.039 -0.200
N 1.046 -1.529 0.528
C 1.605 -0.485 0.223
N 2.591 0.278 -0.146
O 0.105 1.112 0.618
H -2.358 1.506 -0.222
H -2.631 -0.208 -0.650
H -2.583 0.292 1.047
H -0.689 -1.807 -0.742
H 2.452 1.278 -0.071
H 3.416 -0.096 -0.595
```

Values from the calculation:
highest occupied orbital energy	-7.7	eV
structure (SMILES)	CC(=O)[C@@H]1N=C1N
HOMO-LUMO gap	8.25	eV

---

A single C5H10N2O4 molecule in a non-equilibrium geometry. Source: the OMol25 dataset; level of theory: ωB97M-V/def2-TZVPD.

The geometry in XYZ format:
```
21
C5H10N2O4 (ωB97M-V/def2-TZVPD)
C 1.510 -0.925 -1.086
C 1.165 0.511 -0.862
C -1.055 0.014 0.114
C -2.508 0.752 0.053
C -0.692 -0.016 1.705
H 3.424 -1.062 -0.294
H 3.406 -0.268 -1.616
H 1.303 -1.508 -0.194
H 0.972 -1.335 -1.910
H -0.089 1.904 -0.148
H -1.350 -0.946 -0.259
H -0.387 0.971 2.029
H -1.635 -0.385 2.403
H 0.128 -1.879 2.094
H -3.670 1.682 -0.870
N 2.985 -1.173 -1.257
N -0.080 0.848 -0.463
O 2.032 1.401 -1.040
O -2.747 1.548 0.928
O 0.482 -0.978 1.759
O -3.195 0.844 -1.086
```

Values from the calculation:
highest occupied orbital energy	-9.7	eV
structure (SMILES)	NCC(=O)N[C@@H](CO)C(=O)O
HOMO-LUMO gap	9.92	eV

---

A molecular structure, C18H17I2N3SeW in a non-equilibrium geometry. Source: the OMol25 dataset; level of theory: ωB97M-V/def2-TZVPD.

The geometry in XYZ format:
```
42
C18H17I2N3SeW (ωB97M-V/def2-TZVPD)
W -0.463 -0.572 -0.656
C -2.570 -0.826 2.210
C -1.228 -1.483 2.292
C -0.959 -2.279 3.404
C 0.289 -2.825 3.608
C 1.325 -2.463 2.737
C 1.040 -1.669 1.663
N -0.253 -1.263 1.359
C 2.060 -1.010 0.839
C 3.439 -1.086 0.945
C 4.214 -0.277 0.118
C 3.610 0.638 -0.753
C 2.235 0.676 -0.809
N 1.504 -0.171 -0.046
C 1.363 1.646 -1.486
C 1.739 2.786 -2.143
C 0.753 3.738 -2.432
C -0.546 3.548 -1.987
C -0.898 2.366 -1.353
C -2.239 2.164 -0.728
N 0.045 1.394 -1.202
H -2.825 -0.443 3.200
H -3.366 -1.540 1.978
H -2.592 0.032 1.536
H -1.756 -2.443 4.119
H 0.488 -3.458 4.465
H 2.343 -2.767 2.942
H 3.913 -1.745 1.660
H 5.295 -0.327 0.174
H 4.212 1.309 -1.351
H 2.777 2.983 -2.379
H 1.022 4.657 -2.941
H -1.290 4.327 -2.103
H -2.332 2.827 0.137
H -2.390 1.142 -0.342
H -3.058 2.376 -1.415
I -1.890 -0.124 -3.297
C -3.203 -1.722 -2.845
I -3.138 -1.867 -0.739
H -2.850 -2.642 -3.303
H -4.214 -1.444 -3.135
Se 0.394 -2.160 -1.940
```

Values from the calculation:
net charge	+4
highest occupied orbital energy (spin up / spin down)	-21.5 / -21.5	eV
HOMO-LUMO gap (spin up / spin down)	5.73 / 5.66	eV